17
Properties=species:S:1:pos:R:3 method="wB97M-V/def2-TZVPD" spin_multiplicity=1 charge=+1 e_above_lowest_kj_mol=322.3 total_energy_ha=-305.3300 orbital_gap_ev=7.4 homo_energy_ev=-13.410
C 2.324 1.422 0.763
N 1.140 1.959 0.773
H 3.201 1.991 1.018
H 2.538 0.362 0.382
H 0.334 1.320 0.597
H 1.059 2.964 0.843
C -1.800 -1.128 -0.809
O -2.216 -0.224 -1.865
C -0.500 -0.544 -0.204
N 0.156 -1.439 0.752
H -2.559 -1.165 -0.040
H -1.564 -2.121 -1.189
H -2.926 -0.726 -2.324
H 0.204 -0.268 -1.004
H -0.822 0.332 0.316
H 0.380 -0.971 1.626
H 1.050 -1.762 0.364

=====

17
Properties=species:S:1:pos:R:3 method="wB97M-V/def2-TZVPD" spin_multiplicity=1 smiles=CN[C@@H](O)[NH2+]C charge=+1 e_above_lowest_kj_mol=280.4 total_energy_ha=-305.3459 orbital_gap_ev=10.6 homo_energy_ev=-14.037
C 2.096 0.624 0.373
C -2.153 0.456 -0.175
C 0.172 -0.846 -0.533
N 1.289 0.072 -0.673
N -0.977 -0.235 0.430
O 0.587 -1.997 0.118
H 2.399 -0.276 0.904
H 2.893 1.258 0.026
H 1.517 1.327 1.021
H -2.717 0.968 0.734
H -1.924 1.110 -0.906
H -2.895 -0.254 -0.608
H -0.335 -1.101 -1.590
H 1.126 0.680 -1.391
H -1.452 -1.121 0.837
H -0.526 0.338 1.314
H 1.572 -1.956 0.128

=====

17
Properties=species:S:1:pos:R:3 method="wB97M-V/def2-TZVPD" spin_multiplicity=1 charge=+1 e_above_lowest_kj_mol=120.2 total_energy_ha=-305.4069 orbital_gap_ev=11.4 homo_energy_ev=-15.027
C 1.671 -0.138 -1.320
C 0.484 0.727 -1.681
N -1.670 0.615 1.211
C -0.581 0.454 0.479
N -0.306 1.289 -0.516
H 2.296 0.101 -0.472
H 1.265 -1.171 -1.130
H 2.183 -0.335 -2.280
H 0.712 1.670 -2.266
H -0.307 0.223 -2.302
H -2.211 1.452 1.077
H -1.682 0.039 2.058
H 0.082 -0.406 0.532
H -0.696 2.227 -0.606
H -1.193 -2.412 2.166
H 0.415 -2.335 2.420
O -0.461 -1.999 2.631